152
Properties=species:S:1:pos:R:3:mulliken_charge:R:1 method="wB97M-V/def2-TZVPD" homo_lumo_gap_ev=8.5 e_tot_ev=-151471.345 e_lumo_ev=2.08 largest_force_ev_per_a=3.214 relative_energy_kcal_mol=86.59 charge=-1
As 1.192 -0.435 0.654 2.132
F 1.839 0.870 -0.391 -0.580
F 1.907 0.294 2.145 -0.543
F 0.495 -1.714 1.671 -0.498
F 0.395 -1.200 -0.803 -0.338
F 2.599 -1.405 0.343 -0.645
F -0.236 0.596 0.814 -0.218
C -2.925 -0.559 -2.085 -1.056
C -4.230 -1.168 -1.518 0.909
C -4.347 -0.593 -0.065 -0.424
O -5.194 -1.421 0.707 -0.445
C -5.301 -0.994 2.073 -0.533
N -5.409 -0.857 -2.312 -0.649
H -3.022 0.521 -2.229 0.676
H -2.776 -0.913 -3.105 0.445
H -2.085 -0.773 -1.430 -0.338
H -4.159 -2.248 -1.385 -0.201
H -4.745 0.424 -0.123 0.140
H -3.383 -0.631 0.454 0.126
H -5.424 0.089 2.101 0.181
H -4.423 -1.362 2.607 0.197
H -6.151 -1.490 2.541 0.350
H -6.229 -0.571 -1.799 0.245
H -5.215 -0.196 -3.050 0.241
C -0.945 -4.566 2.452 -1.116
C -0.597 -5.843 3.259 0.686
C -1.352 -7.088 2.745 -0.814
O -1.079 -8.338 3.343 -0.401
C -1.879 -8.501 4.521 -0.685
N 0.875 -6.006 3.194 -0.608
H -1.994 -4.499 2.162 0.493
H -0.349 -4.497 1.542 -0.033
H -0.650 -3.761 3.124 0.328
H -0.779 -5.633 4.320 0.317
H -0.992 -7.122 1.713 0.228
H -2.412 -6.853 2.615 0.414
H -1.723 -9.494 4.947 0.295
H -2.905 -8.629 4.165 0.300
H -1.702 -7.746 5.285 0.248
H 1.251 -5.151 3.598 0.266
H 1.049 -6.756 3.854 0.260
C 3.555 6.531 -2.595 -1.373
C 2.607 5.753 -1.621 1.221
C 3.146 5.603 -0.188 -0.333
O 4.168 4.646 -0.247 -0.465
C 3.883 3.273 -0.426 -0.198
N 1.393 6.584 -1.541 -0.563
H 4.550 6.216 -2.261 0.344
H 3.451 7.600 -2.435 0.440
H 3.446 6.130 -3.602 0.065
H 2.278 4.808 -2.050 -0.220
H 2.288 5.181 0.346 -0.148
H 3.506 6.500 0.314 0.345
H 3.066 2.928 0.213 0.021
H 4.756 2.625 -0.385 0.370
H 3.461 2.972 -1.394 0.073
H 1.647 7.548 -1.374 0.229
H 0.876 6.562 -2.410 0.253
C -1.659 -4.131 -1.115 -0.893
C -1.055 -4.136 -2.553 0.849
C -1.942 -4.772 -3.653 -0.859
O -1.411 -4.832 -4.941 -0.424
C -0.302 -5.743 -5.081 -0.550
N -0.700 -2.749 -2.893 -0.047
H -1.580 -5.106 -0.639 0.423
H -2.697 -3.793 -1.183 -0.014
H -1.272 -3.297 -0.529 0.001
H -0.144 -4.746 -2.565 0.304
H -2.893 -4.236 -3.671 0.295
H -2.139 -5.786 -3.287 0.442
H -0.109 -6.367 -4.208 0.288
H 0.551 -5.070 -5.197 0.098
H -0.298 -6.335 -5.996 0.315
H -0.092 -2.390 -2.168 -0.395
H -0.106 -2.993 -3.680 0.409
C 2.197 1.278 -4.205 -0.875
C 0.963 2.017 -4.686 1.379
C 1.242 3.092 -5.738 -1.297
O 1.848 4.305 -5.300 -0.131
C 2.070 5.294 -6.258 -0.887
N -0.030 1.047 -5.146 -0.766
H 2.483 0.586 -4.999 0.463
H 2.200 0.775 -3.237 -0.455
H 3.053 1.930 -4.002 0.427
H 0.398 2.503 -3.886 0.017
H 0.309 3.424 -6.202 0.389
H 1.924 2.750 -6.525 0.348
H 1.129 5.690 -6.657 0.354
H 2.581 4.934 -7.157 0.335
H 2.626 6.147 -5.873 0.236
H 0.433 0.367 -5.735 0.298
H -0.407 0.568 -4.339 0.165
C -3.850 2.522 6.217 -1.543
C -3.568 3.115 4.821 0.830
C -3.970 2.279 3.602 -0.481
O -3.334 1.017 3.550 -0.299
C -1.902 1.072 3.344 -0.851
N -4.405 4.318 4.809 -0.778
H -3.414 1.527 6.341 0.284
H -4.930 2.406 6.315 0.349
H -3.461 3.062 7.080 0.402
H -2.501 3.354 4.846 0.213
H -3.782 2.840 2.682 0.046
H -5.024 2.035 3.740 0.413
H -1.495 1.543 4.239 0.309
H -1.812 1.810 2.540 0.388
H -1.351 0.181 3.053 0.155
H -3.937 5.087 5.275 0.271
H -4.490 4.695 3.869 0.245
C 2.424 4.031 2.968 -0.062
C 2.284 5.462 3.291 -0.404
O 2.190 5.706 4.722 -0.588
O 1.219 3.306 2.885 -0.290
H 2.991 3.533 3.766 0.359
H 3.094 3.918 2.111 -0.142
H 1.611 5.963 2.592 0.380
H 3.194 6.041 3.104 0.254
H 2.321 4.855 5.146 0.343
H 1.392 2.536 2.337 0.061
C 3.939 -1.985 4.426 -0.569
C 2.683 -2.554 3.711 0.403
O 2.322 -3.795 4.321 -0.639
O 5.069 -2.789 4.109 -0.547
H 3.855 -1.944 5.513 0.328
H 4.085 -1.004 3.973 0.268
H 2.958 -2.804 2.688 -0.009
H 1.967 -1.732 3.735 -0.004
H 1.740 -3.530 5.042 0.332
H 5.137 -3.528 4.718 0.300
C -0.984 3.300 -0.185 0.362
C -1.589 4.629 -0.749 -0.601
O -2.796 4.895 -0.102 -0.647
O -1.887 2.290 -0.474 -0.261
H -0.830 3.397 0.893 0.211
H -0.013 3.180 -0.677 -0.195
H -1.864 4.458 -1.797 0.294
H -0.912 5.482 -0.710 0.251
H -3.158 4.072 0.239 0.347
H -1.519 1.510 -0.037 0.156
C 4.021 -2.513 -3.431 -0.825
C 2.504 -2.294 -3.175 1.188
O 1.839 -3.051 -4.191 -0.449
O 4.437 -1.664 -4.490 -0.515
H 4.259 -3.542 -3.709 0.381
H 4.643 -2.289 -2.559 0.403
H 2.194 -1.254 -3.111 -0.302
H 2.378 -2.677 -2.162 -0.431
H 1.737 -2.430 -4.918 0.281
H 5.318 -1.919 -4.775 0.270
O 2.300 -4.113 0.016 -0.705
H 2.376 -4.303 0.955 0.253
H 2.057 -3.179 -0.028 0.150

143
Properties=species:S:1:pos:R:3:mulliken_charge:R:1 method="wB97M-V/def2-TZVPD" homo_lumo_gap_ev=7.8 e_tot_ev=-67609.608 e_lumo_ev=0.39 largest_force_ev_per_a=11.347 relative_energy_kcal_mol=738.79 charge=0
C -11.870 -22.020 -3.075 -1.157
C -10.732 -23.021 -2.800 0.178
C -9.466 -22.404 -1.994 -0.540
O -8.687 -23.429 -1.379 -0.471
C -7.344 -23.013 -1.118 -0.604
N -11.272 -24.152 -1.924 -1.168
H -11.452 -21.218 -3.684 0.076
H -12.388 -21.597 -2.215 0.634
H -12.697 -22.469 -3.625 0.803
H -10.434 -23.491 -3.738 0.646
H -9.698 -21.830 -1.097 1.109
H -8.725 -21.824 -2.543 0.470
H -7.370 -22.038 -0.633 0.115
H -6.786 -22.865 -2.043 0.270
H -6.740 -23.781 -0.634 0.308
H -12.280 -24.164 -1.998 0.288
H -11.271 -23.641 -1.053 0.770
C -13.007 -20.226 0.823 -1.570
C -11.936 -20.245 -0.345 3.919
C -11.859 -18.811 -1.005 -1.298
O -11.131 -18.933 -2.270 0.873
C -10.753 -17.684 -2.837 0.074
N -10.611 -20.525 0.236 0.601
H -13.927 -19.855 0.372 0.500
H -12.735 -19.474 1.564 0.952
H -13.249 -21.187 1.277 -0.908
H -12.193 -20.949 -1.136 -0.974
H -11.225 -18.173 -0.389 1.342
H -12.867 -18.402 -1.059 0.450
H -9.959 -17.882 -3.558 -0.420
H -10.451 -17.091 -1.973 0.401
H -11.615 -17.080 -3.118 -2.452
H -10.335 -19.752 0.825 -2.138
H -9.974 -20.340 -0.525 -0.080
C -12.668 -16.778 0.514 -0.189
C -13.113 -15.469 -0.082 0.361
C -13.647 -15.587 -1.634 0.164
O -13.996 -14.321 -2.272 -0.543
C -12.918 -13.416 -2.741 -0.435
N -14.063 -14.923 0.844 -0.693
H -11.932 -17.338 -0.063 -0.359
H -13.552 -17.370 0.750 0.044
H -12.265 -16.573 1.506 0.080
H -12.250 -14.817 0.055 0.335
H -14.557 -16.180 -1.726 0.075
H -13.015 -16.140 -2.329 0.338
H -12.318 -12.753 -2.118 0.333
H -13.316 -12.659 -3.417 0.431
H -12.173 -14.006 -3.276 0.690
H -14.331 -14.080 0.356 0.393
H -14.867 -15.527 0.940 0.242
C -12.016 -17.883 2.876 -1.020
C -11.018 -19.006 2.934 2.101
C -9.652 -18.849 2.253 -2.232
O -9.852 -18.630 0.839 -0.041
C -8.680 -18.475 -0.034 -1.688
N -10.686 -19.508 4.300 -0.536
H -12.948 -18.109 3.395 0.334
H -12.265 -17.567 1.863 -0.418
H -11.564 -17.012 3.350 0.634
H -11.544 -19.772 2.364 -2.083
H -9.020 -19.737 2.241 0.362
H -9.074 -17.975 2.552 0.548
H -8.950 -18.354 -1.083 0.475
H -8.034 -19.351 0.015 0.198
H -8.110 -17.603 0.286 0.743
H -10.124 -20.346 4.347 0.270
H -10.114 -18.869 4.835 0.319
C -12.743 -21.003 3.832 -0.599
C -13.635 -22.091 3.266 1.810
C -13.849 -23.286 4.239 -1.267
O -12.586 -23.939 4.611 -0.378
C -12.037 -23.477 5.876 -0.782
N -14.853 -21.450 2.902 -0.825
H -11.698 -21.306 3.775 0.120
H -12.841 -20.701 4.875 0.728
H -12.764 -20.062 3.282 0.151
H -13.251 -22.511 2.337 -0.651
H -14.539 -24.074 3.938 0.392
H -14.267 -22.829 5.136 0.502
H -12.688 -23.765 6.701 0.335
H -11.866 -22.411 6.027 0.261
H -11.023 -23.799 6.114 0.352
H -15.610 -22.062 2.632 0.330
H -14.853 -20.822 2.111 0.215
C -5.295 -16.199 -0.688 -1.751
C -5.615 -17.673 -1.057 1.148
C -6.420 -17.879 -2.371 -0.973
O -7.703 -17.199 -2.181 -0.481
C -8.595 -17.327 -3.330 0.115
N -4.327 -18.185 -1.239 -0.672
H -4.494 -15.773 -1.292 0.428
H -5.059 -16.223 0.376 0.474
H -6.190 -15.601 -0.861 0.346
H -6.115 -18.159 -0.218 0.114
H -6.584 -18.898 -2.721 0.295
H -5.912 -17.394 -3.205 0.375
H -9.537 -16.796 -3.196 -0.859
H -8.835 -18.331 -3.682 0.190
H -8.147 -16.730 -4.125 0.722
H -3.877 -17.819 -0.412 0.343
H -4.426 -19.190 -1.239 0.274
C -12.016 -15.714 -4.374 -1.755
C -10.540 -15.865 -4.709 1.221
C -10.392 -16.914 -5.963 -0.980
O -10.869 -18.211 -5.590 0.103
C -11.145 -18.998 -6.709 -0.935
N -10.011 -14.534 -5.129 -0.784
H -12.512 -16.638 -4.075 1.098
H -12.537 -15.371 -5.268 0.482
H -12.111 -15.043 -3.520 -0.210
H -10.030 -16.264 -3.832 -0.361
H -9.353 -17.008 -6.277 0.532
H -10.810 -16.460 -6.861 0.600
H -12.068 -18.827 -7.263 0.320
H -11.425 -19.974 -6.314 0.232
H -10.241 -19.037 -7.317 0.301
H -9.991 -14.425 -6.133 0.348
H -10.759 -13.927 -4.824 0.359
C -11.580 -22.366 1.273 -1.162
O -11.173 -22.377 -0.101 -0.366
H -11.269 -21.417 1.709 0.942
H -12.647 -22.545 1.406 -0.134
H -11.168 -23.201 1.838 0.794
H -10.890 -21.466 -0.204 -0.599
C -14.062 -22.818 -1.498 -0.148
O -15.442 -22.658 -1.796 -0.620
H -13.677 -23.545 -2.213 0.660
H -13.561 -21.852 -1.559 -0.432
H -13.823 -23.196 -0.504 0.103
H -15.850 -23.452 -2.149 0.397
C -15.323 -19.239 -1.759 -0.585
O -14.545 -20.413 -1.675 -0.321
H -15.625 -18.851 -0.786 0.268
H -14.610 -18.476 -2.072 0.862
H -16.009 -19.166 -2.602 0.498
H -15.137 -21.166 -1.610 0.144
C -13.276 -19.375 -4.326 0.079
O -13.508 -18.453 -3.248 -0.263
H -12.586 -18.940 -5.049 -0.370
H -12.628 -20.193 -4.012 -0.340
H -14.187 -19.847 -4.695 0.353
H -13.876 -18.976 -2.531 -1.347